The following is a DFT calculation (wB97M-V/def2-TZVPD) of a 7-piece molecular cluster, C38H72BFN8O10 overall.

Bonds (Å) are listed after each position.
Atoms and positions in Å:
1 C 0.673 -4.273 7.377  C2 1.639, H29 1.172, H30 1.194, H31 1.189
2 C 0.999 -3.372 6.047  C1 1.639, C3 1.671, H32 1.187, H33 1.179
3 C 0.033 -3.748 4.736  C2 1.671, O4 1.472, H34 1.175, H35 1.194
4 O 0.854 -4.244 3.620  C3 1.472, C5 1.500
5 C 0.145 -4.051 2.311  O4 1.500, C6 1.672, H36 1.194, H37 1.180
6 C 1.157 -4.736 1.171  C5 1.672, C7 1.659, C28 1.668
7 C 1.296 -6.390 1.148  C6 1.659, B8 1.644, C12 1.673
8 B 0.481 -7.428 2.129  C7 1.644, O9 1.476, O10 1.506
9 O -0.010 -7.155 3.494  B8 1.476, H38 1.020
10 O 0.176 -8.782 1.546  B8 1.506, C11 1.496
11 C -0.931 -8.505 0.579  O10 1.496, H39 1.189, H40 1.187, H41 1.179
12 C 2.339 -7.100 0.051  C7 1.673, C13 1.639, H42 1.194
13 C 3.174 -6.118 -0.962  C12 1.639, C14 1.673, H43 1.193
14 C 3.029 -4.452 -1.000  C13 1.673, N15 1.503, C28 1.627
15 N 3.867 -3.743 -2.026  C14 1.503, C16 1.504
16 C 3.559 -2.275 -1.916  N15 1.504, F17 1.511, C18 1.628
17 F 4.299 -1.376 -2.879  C16 1.511
18 C 2.549 -1.538 -0.872  C16 1.628, O19 1.477, N27 1.502
19 O 2.392 -0.072 -0.963  C18 1.477, C20 1.470
20 C 2.187 0.550 0.352  O19 1.470, C21 1.672, H44 1.170, H45 1.194
21 C 0.603 1.052 0.537  C20 1.672, C22 1.663, C23 1.656, H46 1.170
22 C 0.658 2.634 1.049  C21 1.663, H47 1.193, H48 1.170, H49 1.191
23 C -0.177 0.142 1.680  C21 1.656, C24 1.667, H50 1.192, H51 1.187
24 C -1.577 0.861 2.228  C23 1.667, C25 1.655, C26 1.661, H52 1.189
25 C -2.448 -0.115 3.241  C24 1.655, H53 1.173, H54 1.176, H55 1.188
26 C -2.569 1.345 0.987  C24 1.661, H56 1.175, H57 1.190, H58 1.172
27 N 1.776 -2.317 0.155  C18 1.502, C28 1.501
28 C 2.007 -3.799 0.085  C6 1.668, C14 1.627, N27 1.501
29 H -0.458 -4.531 7.541  C1 1.172
30 H 0.999 -3.619 8.321  C1 1.194
31 H 1.319 -5.268 7.457  C1 1.189
32 H 0.887 -2.237 6.373  C2 1.187
33 H 2.128 -3.563 5.769  C2 1.179
34 H -0.565 -2.764 4.503  C3 1.175
35 H -0.727 -4.567 5.155  C3 1.194
36 H 0.077 -2.866 2.187  C5 1.194
37 H -0.932 -4.532 2.306  C5 1.180
38 H -0.941 -6.759 3.364  O9 1.020
39 H -1.880 -9.167 0.851  C11 1.189
40 H -1.292 -7.378 0.674  C11 1.187
41 H -0.609 -8.660 -0.545  C11 1.179
42 H 2.488 -8.284 0.001  C12 1.194
43 H 3.937 -6.641 -1.716  C13 1.193
44 H 2.584 -0.065 1.265  C20 1.170
45 H 2.821 1.562 0.344  C20 1.194
46 H 0.003 1.000 -0.466  C21 1.170
47 H 1.213 2.598 2.104  C22 1.193
48 H -0.395 3.142 1.105  C22 1.170
49 H 1.316 3.280 0.295  C22 1.191
50 H 0.506 0.012 2.648  C23 1.192
51 H -0.486 -0.916 1.240  C23 1.187
52 H -1.333 1.842 2.855  C24 1.189
53 H -3.304 -0.669 2.661  C25 1.173
54 H -2.912 0.523 4.112  C25 1.176
55 H -1.695 -0.883 3.745  C25 1.188
56 H -2.332 0.674 0.053  C26 1.175
57 H -3.711 1.149 1.255  C26 1.190
58 H -2.434 2.473 0.698  C26 1.172
59 C -5.016 0.496 -3.510  N60 1.444, H64 1.093, H65 1.093, H66 1.091
60 N -4.854 0.385 -2.080  C59 1.444, C61 1.364, H67 1.014
61 C -5.782 0.023 -1.148  N60 1.364, C62 1.503, O63 1.229
62 C -7.168 -0.314 -1.622  C61 1.503, H68 1.094, H69 1.093, H70 1.093
63 O -5.469 -0.020 0.039  C61 1.229
64 H -4.303 -0.181 -3.986  C59 1.093
65 H -4.781 1.524 -3.798  C59 1.093
66 H -6.028 0.249 -3.835  C59 1.091
67 H -3.946 0.595 -1.681  N60 1.014
68 H -7.791 -0.582 -0.764  C62 1.094
69 H -7.616 0.553 -2.115  C62 1.093
70 H -7.135 -1.167 -2.305  C62 1.093
71 C 3.994 5.913 -1.826  N72 1.444, H76 1.093, H77 1.093, H78 1.091
72 N 2.771 5.638 -1.110  C71 1.444, C73 1.364, H79 1.014
73 C 1.745 6.491 -0.828  N72 1.364, C74 1.503, O75 1.229
74 C 1.853 7.912 -1.303  C73 1.503, H80 1.094, H81 1.093, H82 1.093
75 O 0.769 6.084 -0.201  C73 1.229
76 H 4.038 5.245 -2.689  C71 1.093
77 H 4.832 5.695 -1.160  C71 1.093
78 H 4.055 6.949 -2.163  C71 1.091
79 H 2.622 4.700 -0.756  N72 1.014
80 H 0.959 8.466 -1.002  C74 1.094
81 H 2.725 8.393 -0.852  C74 1.093
82 H 1.924 7.939 -2.394  C74 1.093
83 C -3.418 8.968 -3.832  N84 1.444, H88 1.093, H89 1.093, H90 1.091
84 N -2.113 9.452 -3.447  C83 1.444, C85 1.364, H91 1.014
85 C -1.757 10.107 -2.304  N84 1.364, C86 1.503, O87 1.229
86 C -2.825 10.384 -1.284  C85 1.503, H92 1.094, H93 1.093, H94 1.093
87 O -0.588 10.450 -2.138  C85 1.229
88 H -3.346 7.889 -3.988  C83 1.093
89 H -3.692 9.449 -4.775  C83 1.093
90 H -4.179 9.179 -3.080  C83 1.091
91 H -1.338 9.303 -4.083  N84 1.014
92 H -2.385 10.911 -0.432  C86 1.094
93 H -3.602 11.018 -1.718  C86 1.093
94 H -3.254 9.445 -0.925  C86 1.093
95 C -2.013 3.146 8.079  N96 1.444, H100 1.093, H101 1.093, H102 1.091
96 N -1.556 2.470 6.889  C95 1.444, C97 1.364, H103 1.014
97 C -1.089 3.019 5.731  N96 1.364, C98 1.503, O99 1.229
98 C -1.023 4.517 5.632  C97 1.503, H104 1.094, H105 1.093, H106 1.093
99 O -0.738 2.287 4.808  C97 1.229
100 H -1.392 2.817 8.916  C95 1.093
101 H -3.048 2.847 8.262  C95 1.093
102 H -1.958 4.232 7.990  C95 1.091
103 H -1.569 1.457 6.876  N96 1.014
104 H -0.631 4.800 4.651  C98 1.094
105 H -2.024 4.945 5.740  C98 1.093
106 H -0.353 4.915 6.399  C98 1.093
107 C 6.580 -5.099 -1.911  N108 1.444, H112 1.093, H113 1.093, H114 1.091
108 N 7.080 -6.408 -1.562  C107 1.444, C109 1.364, H115 1.014
109 C 8.066 -7.127 -2.172  N108 1.364, C110 1.503, O111 1.229
110 C 8.750 -6.522 -3.365  C109 1.503, H116 1.094, H117 1.093, H118 1.093
111 O 8.368 -8.237 -1.738  C109 1.229
112 H 6.720 -4.442 -1.049  C107 1.093
113 H 5.511 -5.190 -2.121  C107 1.093
114 H 7.088 -4.676 -2.778  C107 1.091
115 H 6.669 -6.883 -0.767  N108 1.014
116 H 9.510 -7.215 -3.739  C110 1.094
117 H 8.025 -6.343 -4.163  C110 1.093
118 H 9.244 -5.589 -3.082  C110 1.093
119 C -0.879 -1.094 -7.006  N120 1.444, H124 1.093, H125 1.093, H126 1.091
120 N -1.989 -0.305 -6.527  C119 1.444, C121 1.364, H127 1.014
121 C -3.299 -0.375 -6.898  N120 1.364, C122 1.503, O123 1.229
122 C -3.690 -1.390 -7.936  C121 1.503, H128 1.094, H129 1.093, H130 1.093
123 O -4.120 0.381 -6.383  C121 1.229
124 H -0.437 -1.611 -6.150  C119 1.093
125 H -0.139 -0.414 -7.434  C119 1.093
126 H -1.180 -1.825 -7.758  C119 1.091
127 H -1.807 0.403 -5.825  N120 1.014
128 H -4.765 -1.324 -8.123  C122 1.094
129 H -3.163 -1.190 -8.872  C122 1.093
130 H -3.464 -2.398 -7.578  C122 1.093

Computed properties:
Kohn-Sham gap   6.98 eV
Lowest unoccupied orbital energy   -0.06276 Ha
2S+1   1
SMILES string   CCCOCc1c(B(O)OC)ccc2nc(F)c(OC[C@H](C)CC(C)C)nc12.CNC(C)=O.CNC(C)=O.CNC(C)=O.CNC(C)=O.CNC(C)=O.CNC(C)=O

Atom charges from the Löwdin analysis, given in e for atoms 1 to 2:
1 C -0.166
2 C -0.209